Version one
# C5H9NO3

A molecular structure, C5H9NO3 (wB97M-V/def2-TZVPD, OMol25).

```
! wB97M-V def2-TZVPD RIJCOSX def2/J DEFGRID3
* xyz 0 1
C -0.9587 -0.4602 -0.3174
C 1.7678 1.7646 -0.4704
C -1.7498 -1.3240 1.9401
N 1.0688 0.6876 -1.1433
C 0.3296 -0.4463 0.1287
C -2.0543 -0.9974 0.4955
O 1.9464 -0.0415 -1.9661
O 1.0961 -0.6139 1.0111
O -3.1427 -1.2241 0.0024
H 2.0255 0.3746 -2.8399
H 0.0450 0.9174 -1.4950
H -1.1719 -0.4877 -1.3766
H 1.0458 2.3367 0.1080
H 2.4862 1.3204 0.2205
H 2.2808 2.4146 -1.1841
H -0.9896 -2.1024 1.9980
H -1.3725 -0.4409 2.4562
H -2.6526 -1.6775 2.4321
*
```

Results
E_LUMO: 0.2 eV
HOMO energy: -0.3189 Eh

Mulliken atomic charge list, values in e, 6 entries:
1. C -0.7690
2. C -0.8360
3. C -1.1522
4. N -0.1733
5. C 0.8969
6. C 0.4718

=====

Version two
# C5H9NO3

A molecular structure, C5H9NO3 (wB97M-V/def2-TZVPD, OMol25).

```
! wB97M-V def2-TZVPD RIJCOSX def2/J DEFGRID3
* xyz 0 1
C -1.1465 1.1790 -0.6945
C 0.0271 -2.3831 1.4363
C 0.9384 0.8149 -0.0795
C 0.2998 -1.3756 0.3488
C 1.7618 1.6789 -0.6313
O -1.5260 2.0446 0.2726
O -0.9473 1.8646 -1.8386
O -1.6050 -0.0105 -0.7413
N 0.7155 -0.1417 0.7264
H -0.8714 1.2248 -2.5586
H -0.8522 -0.8408 -0.1992
H -1.6157 1.5531 1.0993
H 0.7255 -1.7712 -0.5823
H 2.8269 1.6212 -0.4453
H 1.3871 2.4719 -1.2613
H -0.5900 -3.2003 1.0594
H 0.9564 -2.8199 1.8136
H -0.4845 -1.9103 2.2754
*
```

Results
E_LUMO: 0.1 eV
HOMO energy: -0.3205 Eh

Mulliken atomic charge list, values in e, 6 entries:
1. C 0.5648
2. C -1.2368
3. C 0.6296
4. C 0.1113
5. C -1.0653
6. O -0.4424

=====

Version three
# C5H9NO3

A single C5H9NO3 molecule (wB97M-V/def2-TZVPD, OMol25).

```
! wB97M-V def2-TZVPD RIJCOSX def2/J DEFGRID3
* xyz 0 1
C -0.1570 1.4414 -2.5212
C 0.4328 0.1365 -0.5289
C 1.6399 0.2070 1.4840
C -0.7281 -0.1101 -0.0210
C -1.2785 -1.0492 0.9214
H -0.6387 2.4142 -2.0298
H -0.9559 0.7182 -2.5605
H 0.2775 1.6783 -3.5826
H 2.3945 -0.2822 -0.4760
H 2.8421 0.4577 1.7494
H -1.4719 0.6036 -0.4670
H -1.5489 -0.4216 1.7296
H -0.5135 -1.5805 1.4606
H -2.2480 -2.7162 0.1544
N 1.6380 -0.2544 0.1645
O 0.8299 0.8759 -1.6756
O 0.6031 0.3713 2.1053
O -2.5654 -1.6027 0.4284
*
```

Results
E_LUMO: 0.7 eV
structure (SMILES): CO/C(=C/CO)NC=O
HOMO energy: -0.3222 Eh

Mulliken atomic charge list, values in e, 6 entries:
1. C -0.7102
2. C 0.4008
3. C 0.1550
4. C 0.1546
5. C -0.9613
6. H 0.2468

=====

Version four
# C5H9NO3

A molecular structure, C5H9NO3 (wB97M-V/def2-TZVPD, OMol25).

```
! wB97M-V def2-TZVPD RIJCOSX def2/J DEFGRID3
* xyz 0 1
C 0.0722 0.3028 -0.3609
C -0.7623 1.5480 -0.4418
N -0.2878 -0.6368 0.5497
C -0.6471 -0.7288 -1.9893
C 0.5062 0.3606 1.8884
C 1.8060 0.4234 2.0847
O 0.4029 -1.8220 0.4252
O -1.3306 -1.8918 -1.8226
O -0.5554 -0.2411 -3.0870
H -0.2565 -2.4979 0.6391
H -1.6279 -2.2170 -2.6941
H 1.1163 0.3660 -0.6660
H -0.2509 0.6057 2.6227
H -0.8400 1.8419 -1.4890
H -1.7711 1.3632 -0.0787
H -0.2791 2.3664 0.0900
H 2.4839 0.1424 1.2856
H 2.2211 0.7150 3.0442
*
```

Results
E_LUMO: 0.8 eV
HOMO energy: -0.3061 Eh

Mulliken atomic charge list, values in e, 6 entries:
1. C 0.2623
2. C -1.4106
3. N -0.2618
4. C 0.3585
5. C -0.2955
6. C -0.5081

=====

Short version: version two, version one, version three, version four, most stable first.

=====

Version one
# C5H9ClN2O2S

A single C5H9ClN2O2S molecule (wB97M-V/def2-TZVPD, OMol25).

```
! wB97M-V def2-TZVPD RIJCOSX def2/J DEFGRID3
* xyz 0 1
C -2.0165 0.9301 1.3093
C -0.1724 2.3628 1.7400
C 0.4811 -1.1243 -1.6513
C -0.0017 -2.2535 -2.5548
C 1.0663 -1.6886 -0.3610
H -1.9284 0.6531 0.2522
H -1.5702 0.1215 1.9013
H -3.0810 0.9934 1.5510
H 0.1919 3.3550 2.0264
H 1.7789 1.8299 1.9454
H 1.2195 0.7842 -0.5579
H -0.3531 -0.4616 -1.4037
H -0.1863 -1.9717 -3.6100
H 2.0168 -2.2407 -0.4824
N -1.4165 2.2245 1.5729
N 0.8861 1.4443 1.6739
O -0.1667 -3.3711 -2.1410
O 0.5276 -1.5389 0.7025
S 1.0101 0.1272 0.6099
Cl 1.7144 -0.1755 -2.5227
*
```

Results
E_LUMO: -0.7 eV
HOMO energy: -0.2889 Eh

Mulliken atomic charge list, values in e, 6 entries:
1. C -0.6644
2. C 0.1182
3. C 0.1432
4. C -0.1409
5. C 0.0899
6. H 0.1712

=====

Version two
# C5H9ClN2O2S

2 unconnected molecules or ions with the total composition C5H9ClN2O2S (wB97M-V/def2-TZVPD, OMol25).

```
! wB97M-V def2-TZVPD RIJCOSX def2/J DEFGRID3
* xyz 0 1
C -1.7698 -0.0145 2.0200
C 0.4901 -0.7805 -1.3689
C 1.2884 -0.7668 -0.3285
C 2.1655 -1.9039 0.1405
C -2.2010 2.2040 -0.5726
N -1.7942 0.4838 0.9325
N -1.9288 0.8457 -0.2366
O 1.2628 0.4710 2.0369
O 0.7619 1.9330 0.2042
S 1.5138 0.8141 0.6351
Cl 3.5368 1.1968 0.3354
H -1.0393 -0.0037 2.7335
H -0.0076 0.1927 -1.6304
H 0.2549 -1.6552 -1.7846
H 2.6342 -1.5269 0.9560
H 2.8399 -1.9674 -0.6418
H 1.6374 -2.7959 0.2080
H -1.1642 2.4649 -0.8895
H -3.0743 2.4456 -1.2778
H -2.4990 2.7380 0.3125
*
```

Results
E_LUMO: -0.2 eV
HOMO energy: -0.3056 Eh

Mulliken atomic charge list, values in e, 6 entries:
1. C -0.3222
2. C -0.7806
3. C 0.8110
4. C -1.6332
5. C -0.6626
6. N 0.3039

=====

Short version: version two, version one, most stable first.

=====

Version one
# CH3NO2S

2 unconnected molecules or ions with the total composition CH3NO2S (wB97M-V/def2-TZVPD, OMol25).

```
! wB97M-V def2-TZVPD RIJCOSX def2/J DEFGRID3
* xyz 0 1
C 1.7994 -0.6935 -0.0969
N -2.2365 0.1833 0.1304
O -1.5932 -0.6924 -0.3368
O -1.7785 1.4674 -0.2665
S 2.6115 0.6921 -0.0557
H 1.6322 -1.2797 0.7789
H 1.3052 -0.9418 -1.0951
H -2.1849 2.1895 0.3471
*
```

Results
E_LUMO: -0.3 eV
structure (SMILES): O=NO.C=S
HOMO energy: -0.3213 Eh

Mulliken atomic charge list, values in e, 6 entries:
1. C -0.3163
2. N 0.2548
3. O -0.2477
4. O -0.4032
5. S -0.1893
6. H 0.2755

=====

Version two
# CH3NO2S

A single CH3NO2S molecule (wB97M-V/def2-TZVPD, OMol25).

```
! wB97M-V def2-TZVPD RIJCOSX def2/J DEFGRID3
* xyz 0 1
C -0.0180 1.3033 -0.8088
N 0.1789 -1.4265 0.8400
O -1.1301 0.7021 -0.4558
O 1.0148 0.9979 -0.2997
S -1.1196 -0.4679 0.7469
H -0.2040 2.1486 -1.5874
H 0.9283 -1.1829 1.3843
H 0.3498 -2.0745 0.1803
*
```

Results
E_LUMO: 0.8 eV
structure (SMILES): NSOC=O
HOMO energy: -0.3333 Eh

Mulliken atomic charge list, values in e, 6 entries:
1. C 0.2963
2. N -0.3503
3. O -0.2909
4. O -0.4912
5. S 0.0844
6. H 0.2880

=====

Version three
# CH3NO2S

2 unconnected molecules or ions with the total composition CH3NO2S (wB97M-V/def2-TZVPD, OMol25).

```
! wB97M-V def2-TZVPD RIJCOSX def2/J DEFGRID3
* xyz 0 1
C -0.3755 -0.4140 -0.3854
N -1.4574 0.3812 0.0009
O -1.8134 0.3900 1.1737
O -1.8937 1.2150 -0.7927
S 1.6041 0.9425 0.1657
H -0.2364 -1.3319 0.1772
H -0.2967 -0.3837 -1.4489
H 1.8337 0.4038 1.4942
*
```

Results
E_LUMO: -2.3 eV
HOMO energy: -0.3746 Eh

Mulliken atomic charge list, values in e, 6 entries:
1. C -0.6569
2. N 0.8501
3. O -0.4979
4. O -0.4941
5. S -0.1459
6. H 0.3630

=====

Version four
# CH3NO2S

A molecular structure, CH3NO2S (wB97M-V/def2-TZVPD, OMol25).

```
! wB97M-V def2-TZVPD RIJCOSX def2/J DEFGRID3
* xyz 0 1
C 1.7766 1.0079 0.1100
N 1.0337 0.9427 -0.7373
O -1.7883 -1.8729 2.4166
O 0.1736 -0.6725 1.6260
S -1.2154 -0.9573 1.4263
H -1.4429 0.1925 -3.2426
H 2.5157 1.1906 0.9492
H -1.0529 0.1690 -2.5481
*
```

Results
E_LUMO: -1.3 eV
HOMO energy: -0.4456 Eh

Mulliken atomic charge list, values in e, 6 entries:
1. C 0.1226
2. N -0.3487
3. O -0.3982
4. O -0.3431
5. S 0.7237
6. H 0.2242

=====

Short version: version two, version four, version one, version three, most stable first.

=====

Version one
# CH3NO2S

2 unconnected molecules or ions with the total composition CH3NO2S (wB97M-V/def2-TZVPD, OMol25).

```
! wB97M-V def2-TZVPD RIJCOSX def2/J DEFGRID3
* xyz 0 1
C -1.9664 0.6387 -0.0936
N 2.0280 -0.3283 -0.6178
O 1.0080 -0.5580 -1.1732
O 1.9949 -0.6589 0.7548
S -2.4103 0.8083 1.4596
H -1.1485 -0.1157 -0.3732
H -2.4447 1.1192 -0.8777
H 2.9390 -0.9054 0.9212
*
```

Results
E_LUMO: -0.3 eV
structure (SMILES): O=NO.C=S
HOMO energy: -0.3205 Eh

Mulliken atomic charge list, values in e, 6 entries:
1. C -0.2785
2. N 0.2179
3. O -0.2473
4. O -0.3739
5. S -0.1881
6. H 0.1822

=====

Version two
# CH3NO2S

A single CH3NO2S molecule (wB97M-V/def2-TZVPD, OMol25).

```
! wB97M-V def2-TZVPD RIJCOSX def2/J DEFGRID3
* xyz 0 1
C 0.1275 0.4298 -0.4350
N -0.6043 0.2585 0.7578
O -1.7389 0.5217 0.9940
O 0.2993 -0.4153 1.8269
S 0.3662 -1.1354 -1.3844
H -0.5273 1.1660 -0.9482
H 1.1104 1.0536 -0.3748
H 0.9671 -1.8789 -0.4363
*
```

Results
E_LUMO (alpha / beta): -1.4 / -1.4 eV
structure (SMILES): O=[N+]([O-])CS
HOMO energy (alpha / beta): -0.3786 / -0.3786 Eh

Mulliken atomic charge list, values in e, 6 entries:
1. C -0.3929
2. N 0.6433
3. O -0.4031
4. O -0.4782
5. S -0.1762
6. H 0.3457

=====

Version three
# CH3NO2S

A molecular structure, CH3NO2S (wB97M-V/def2-TZVPD, OMol25).

```
! wB97M-V def2-TZVPD RIJCOSX def2/J DEFGRID3
* xyz 0 1
C 0.8108 -0.3135 -0.0303
N 0.1800 0.9623 -0.6402
O -1.0029 0.8380 1.6850
O -1.7789 -0.7347 -0.1630
S -0.8204 0.0247 0.5060
H 0.8990 -1.1459 -0.7091
H 1.8307 -0.4404 0.9053
H -0.1182 0.8095 -1.5536
*
```

Results
E_LUMO: 0.5 eV
HOMO energy: -0.3770 Eh

Mulliken atomic charge list, values in e, 6 entries:
1. C -0.2519
2. N -0.5262
3. O -0.5264
4. O -0.5068
5. S 0.9581
6. H 0.3095

=====

Short version: version three, version one, version two, most stable first.